1.
55
Properties=species:S:1:pos:R:3 method="wB97M-V/def2-TZVPD" homo_lumo_gap_ha=0.29448 smiles="CCSc1ncc(Cl)c(C(=O)N(Cc2ccc(N(C)C)cc2)[C@H]2CCS(=O)(=O)C2)n1" total_charge=0 multiplicity=1 relative_energy_kj_mol=0.0 total_energy_ha=-2478.43360 e_lumo_ev=0.179
C -4.810 -0.240 -0.960
C -4.181 1.131 -1.103
S -3.231 1.296 -2.659
C -1.812 0.373 -2.285
N -0.917 0.273 -3.262
C 0.167 -0.429 -3.011
C 0.376 -1.038 -1.777
Cl 1.776 -1.972 -1.465
C -0.595 -0.823 -0.795
C -0.510 -1.504 0.546
O -0.551 -2.720 0.595
N -0.406 -0.708 1.628
C -0.364 0.746 1.514
C 0.591 1.205 0.446
C 0.204 2.121 -0.525
C 1.042 2.460 -1.563
C 2.325 1.900 -1.670
N 3.135 2.187 -2.734
C 4.412 1.528 -2.866
C 2.589 2.866 -3.885
C 2.743 1.051 -0.633
C 1.891 0.715 0.396
C -0.345 -1.314 2.950
C -1.607 -2.128 3.291
C -1.400 -2.710 4.675
S 0.416 -2.936 4.787
O 0.768 -4.321 4.902
O 0.929 -2.039 5.787
C 0.827 -2.260 3.145
N -1.700 -0.147 -1.068
H -5.446 -0.459 -1.814
H -4.037 -1.001 -0.890
H -5.415 -0.274 -0.056
H -4.938 1.913 -1.161
H -3.492 1.340 -0.288
H 0.883 -0.521 -3.816
H -0.054 1.143 2.484
H -1.369 1.125 1.295
H -0.783 2.560 -0.483
H 0.685 3.157 -2.301
H 5.048 1.755 -2.007
H 4.916 1.892 -3.758
H 4.306 0.440 -2.946
H 3.321 2.867 -4.688
H 1.680 2.375 -4.247
H 2.350 3.906 -3.644
H 3.732 0.627 -0.636
H 2.232 0.033 1.162
H -0.246 -0.505 3.682
H -1.712 -2.924 2.554
H -2.492 -1.492 3.245
H -1.879 -3.671 4.821
H -1.673 -2.023 5.471
H 1.790 -1.764 3.200
H 0.831 -3.065 2.418

***

2.
65
Properties=species:S:1:pos:R:3 method="wB97M-V/def2-TZVPD" homo_lumo_gap_ha="0.26310 / 0.26303" total_charge=0 multiplicity=7 s_squared=12.01 relative_energy_kj_mol=145.1 total_energy_ha=-3260.82078 e_lumo_ev="-0.289 / -0.292"
Eu 0.310 -0.105 -0.499
N -1.197 1.995 -0.298
C -2.659 1.371 1.559
C -3.006 -0.563 0.189
N -2.106 -1.346 -0.661
C -2.620 -1.404 -2.041
C -2.435 -0.091 -2.777
N -1.012 0.257 -2.801
C -1.926 -2.707 -0.126
C -1.426 -2.688 1.305
N -0.204 -1.875 1.434
H -0.495 2.681 -0.580
H -2.010 2.245 -0.858
H -3.597 1.638 1.065
H -2.814 1.440 2.636
H -3.470 0.214 -0.418
H -3.810 -1.213 0.573
H -3.679 -1.697 -2.051
H -2.065 -2.189 -2.559
H -2.980 0.715 -2.285
H -2.863 -0.187 -3.780
H -0.863 1.190 -3.173
H -0.524 -0.377 -3.430
H -1.211 -3.219 -0.770
H -2.869 -3.270 -0.180
H -1.272 -3.718 1.636
H -2.181 -2.257 1.960
H 0.626 -2.446 1.323
H -0.167 -1.445 2.350
O 3.904 0.326 2.207
C 2.659 0.238 1.755
O 2.306 -0.638 0.987
C 1.740 1.293 2.255
C 2.116 2.215 3.203
C 1.189 3.207 3.536
C -0.018 3.242 2.882
C -0.314 2.265 1.921
N 0.541 1.288 1.650
C -1.621 2.411 1.115
O -2.126 3.615 1.215
O -2.294 0.012 1.247
H 4.421 -0.351 1.741
H 3.098 2.175 3.649
H 1.445 3.955 4.275
H -0.767 4.010 3.018
C 2.950 -2.889 -2.679
S 1.423 -2.078 -2.407
O 1.022 -2.348 -0.999
O 0.478 -2.566 -3.381
O 1.672 -0.623 -2.469
H 2.837 -3.931 -2.387
H 3.721 -2.402 -2.087
H 3.174 -2.816 -3.740
F 5.421 3.252 -4.523
C 4.515 2.858 -3.620
C 3.253 3.428 -3.591
F 2.929 4.373 -4.480
C 2.323 3.017 -2.654
F 1.100 3.575 -2.684
C 2.595 2.025 -1.705
O 1.679 1.655 -0.843
C 3.873 1.473 -1.766
F 4.226 0.498 -0.901
C 4.816 1.875 -2.696
F 6.026 1.302 -2.701

***

3.
70
Properties=species:S:1:pos:R:3 method="wB97M-V/def2-TZVPD" homo_lumo_gap_ha=0.43124 smiles="CCOC(=O)C(F)(F)F.CCOC(=O)C(F)(F)F.CCOC(=O)C(F)(F)F.CCOC(=O)C(F)(F)F.CCOC(=O)C(F)(F)F" total_charge=0 multiplicity=1 relative_energy_kj_mol=281.6 total_energy_ha=-3027.47848 e_lumo_ev=0.552
C -4.049 4.095 17.487
C -3.121 3.027 18.107
O -2.440 3.634 19.224
C -3.062 3.942 20.439
O -4.240 3.622 20.749
C -2.055 4.512 21.519
F -2.468 5.783 21.829
F -2.137 3.930 22.709
F -0.793 4.528 21.108
H -4.422 3.619 16.580
H -3.514 5.006 17.216
H -4.843 4.483 18.124
H -2.346 2.698 17.415
H -3.637 2.155 18.507
C 1.362 -2.096 22.950
C 0.297 -3.227 22.711
O -0.660 -3.284 23.781
C -1.427 -4.458 23.918
O -1.613 -5.404 23.130
C -2.058 -4.705 25.329
F -1.939 -3.675 26.113
F -3.387 -4.915 25.148
F -1.610 -5.736 25.985
H 1.964 -2.272 23.842
H 0.765 -1.221 23.203
H 1.905 -1.992 22.010
H 0.974 -4.080 22.750
H -0.219 -3.079 21.762
C -1.641 -4.905 16.786
C -2.621 -5.224 17.909
O -3.517 -4.167 18.306
C -3.195 -3.278 19.297
O -2.171 -3.344 19.956
C -4.255 -2.216 19.619
F -4.321 -1.990 20.942
F -3.906 -0.974 19.066
F -5.393 -2.610 19.207
H -2.077 -4.623 15.827
H -0.999 -5.772 16.627
H -0.969 -4.073 16.995
H -1.949 -5.447 18.738
H -3.243 -6.097 17.708
C -8.305 3.292 25.164
C -8.172 3.666 23.709
O -7.166 2.921 23.060
C -7.491 1.734 22.529
O -8.595 1.325 22.284
C -6.247 0.734 22.355
F -6.222 0.355 21.039
F -5.073 1.315 22.672
F -6.411 -0.380 23.172
H -9.070 2.548 25.388
H -8.412 4.204 25.751
H -7.347 2.947 25.551
H -7.882 4.717 23.718
H -9.079 3.706 23.105
C -2.095 -0.458 22.790
C -2.145 0.558 21.652
O -0.847 0.925 21.286
C -0.397 0.920 20.070
O -1.102 0.909 19.049
C 1.146 1.188 20.023
F 1.196 2.463 19.683
F 1.822 0.975 21.104
F 1.698 0.501 18.977
H -1.524 -1.308 22.416
H -3.089 -0.883 22.930
H -1.584 -0.040 23.657
H -2.760 1.402 21.964
H -2.653 0.201 20.756

***

4.
51
Properties=species:S:1:pos:R:3 method="wB97M-V/def2-TZVPD" homo_lumo_gap_ha=0.33921 smiles="COCc1ccc(C(=O)N(C)[C@@H]2CCCN(Cc3ccccc3F)C2)o1" total_charge=0 multiplicity=1 relative_energy_kj_mol=229.3 total_energy_ha=-1212.18065 e_lumo_ev=0.792
C -8.118 -2.132 0.334
O -7.038 -1.450 -0.250
C -6.114 -0.982 0.700
C -5.024 -0.240 0.002
C -4.978 0.344 -1.231
C -3.683 0.893 -1.352
C -3.028 0.605 -0.182
C -1.729 1.042 0.390
O -1.667 1.419 1.547
N -0.649 1.029 -0.433
C -0.657 0.469 -1.762
C 0.597 1.581 0.074
C 1.192 2.640 -0.852
C 2.438 3.209 -0.181
C 3.420 2.085 0.141
N 2.784 1.118 1.010
C 3.698 0.168 1.622
C 4.410 -0.732 0.639
C 5.600 -0.348 0.031
C 6.210 -1.141 -0.924
C 5.642 -2.348 -1.295
C 4.464 -2.764 -0.700
C 3.871 -1.954 0.250
F 2.726 -2.388 0.827
C 1.645 0.500 0.362
O -3.856 -0.078 0.641
H -7.780 -3.015 0.890
H -8.679 -1.481 1.016
H -8.765 -2.444 -0.483
H -5.677 -1.819 1.271
H -6.616 -0.315 1.424
H -5.768 0.367 -1.951
H -3.304 1.448 -2.186
H 0.302 -0.008 -1.959
H -0.824 1.238 -2.521
H -1.438 -0.284 -1.847
H 0.342 2.049 1.031
H 1.469 2.193 -1.810
H 0.462 3.429 -1.038
H 2.920 3.940 -0.832
H 2.153 3.704 0.748
H 4.287 2.497 0.663
H 3.771 1.627 -0.803
H 4.437 0.743 2.187
H 3.117 -0.435 2.323
H 6.055 0.588 0.321
H 7.134 -0.817 -1.379
H 6.116 -2.969 -2.039
H 4.002 -3.704 -0.957
H 1.215 -0.244 1.035
H 1.938 -0.006 -0.577